No. 1
A structure of composition C55H53Cl2FeN4O5Te, computed with wB97M-V/def2-TZVPD.

Results
Lowest unoccupied orbital energy (spin up / spin down) in eV: 2.046 / 2.046

ORCA input file:
```
! wB97M-V def2-TZVPD RIJCOSX def2/J DEFGRID3
* xyz -1 1
Fe -0.034 -0.128 0.424
C -0.938 -6.791 -1.120
C -1.123 -5.334 -0.785
C -2.099 -4.904 0.101
C -2.259 -3.568 0.449
C -3.273 -3.204 1.465
O -3.107 -2.365 2.328
C -4.602 -3.934 1.439
C -5.166 -4.423 0.265
C -6.421 -5.015 0.281
C -7.116 -5.139 1.475
C -6.557 -4.656 2.652
C -5.312 -4.049 2.630
C -1.414 -2.554 -0.112
O -1.589 -1.333 0.174
C -0.425 -3.003 -1.064
C -0.312 -4.359 -1.354
C 0.452 -2.044 -1.755
N 0.610 -0.834 -1.358
C 1.354 0.125 -2.163
C 0.419 1.231 -2.628
Te -0.956 0.679 -4.182
C -2.513 -0.086 -2.987
C -3.062 0.671 -1.960
C -4.080 0.154 -1.177
C -4.589 -1.110 -1.439
C -4.061 -1.859 -2.479
C -3.016 -1.356 -3.243
C 1.199 -2.567 -2.946
C 0.547 -2.882 -4.133
C 1.261 -3.378 -5.214
C 2.632 -3.576 -5.112
C 3.285 -3.276 -3.924
C 2.571 -2.770 -2.848
H -1.662 -7.407 -0.584
H 0.060 -7.145 -0.849
H -1.071 -6.982 -2.188
H -2.742 -5.644 0.567
H -4.619 -4.328 -0.664
H -6.856 -5.381 -0.641
H -8.092 -5.607 1.490
H -7.097 -4.749 3.586
H -4.868 -3.643 3.530
H 0.452 -4.681 -2.053
H 1.855 -0.320 -3.024
H 2.099 0.579 -1.506
H 0.988 2.062 -3.039
H -0.172 1.611 -1.798
H -2.679 1.661 -1.756
H -4.463 0.732 -0.345
H -5.374 -1.521 -0.817
H -4.443 -2.851 -2.685
H -2.585 -1.963 -4.031
H -0.522 -2.729 -4.204
H 0.746 -3.609 -6.138
H 3.188 -3.967 -5.955
H 4.353 -3.434 -3.836
H 3.073 -2.531 -1.917
Cl 6.170 2.198 -1.336
C 4.886 2.798 -2.357
C 4.712 2.190 -3.582
C 3.709 2.628 -4.431
C 2.898 3.667 -4.017
C 3.074 4.263 -2.777
Cl 1.964 5.541 -2.377
C 4.086 3.865 -1.893
N 4.393 4.455 -0.683
C 3.481 5.046 0.258
C 3.333 6.430 0.266
C 2.534 7.046 1.209
C 1.904 6.269 2.177
C 2.080 4.898 2.191
C 2.867 4.255 1.229
C 3.068 2.760 1.293
C 1.757 1.980 1.494
O 1.202 2.061 2.592
O 1.384 1.312 0.474
H 5.363 1.371 -3.855
H 3.553 2.157 -5.391
H 2.092 4.025 -4.643
H 5.118 3.936 -0.210
H 3.853 7.008 -0.488
H 2.415 8.122 1.201
H 1.286 6.740 2.932
H 1.605 4.277 2.941
H 3.699 2.528 2.155
H 3.563 2.387 0.399
C -1.981 0.403 3.925
N -1.830 1.806 3.554
C -1.129 2.591 4.562
C -1.523 2.022 2.227
O -1.267 1.071 1.491
N -1.561 3.311 1.790
C -0.958 3.670 0.526
C -2.346 4.345 2.426
H -2.607 0.346 4.818
H -1.007 -0.047 4.138
H -2.443 -0.160 3.119
H -0.288 2.014 4.955
H -1.802 2.857 5.381
H -0.717 3.497 4.129
H -0.263 2.894 0.223
H -0.402 4.603 0.642
H -1.718 3.818 -0.248
H -3.012 3.910 3.167
H -2.950 4.852 1.668
H -1.715 5.099 2.910
C 1.052 -1.547 1.409
C 2.134 -1.009 2.255
C 1.980 -0.796 3.631
C 2.983 -0.231 4.403
C 4.193 0.141 3.830
C 4.376 -0.071 2.468
C 3.368 -0.634 1.701
H 0.348 -2.140 2.007
H 1.487 -2.209 0.652
H 1.040 -1.079 4.094
H 2.819 -0.077 5.464
H 4.978 0.583 4.432
H 5.312 0.211 1.997
H 3.518 -0.771 0.634
*
```

---

No. 2
A cluster of 2 separate species, C4H4N2S in total in a non-equilibrium geometry, computed with wB97M-V/def2-TZVPD.

Results
Lowest unoccupied orbital energy (spin up / spin down) in eV: 0.809 / -2.709
Expectation value of S²: 2.011
Energy above the lowest of the compared OMol25 structures with the same formula, charge and spin in kcal per mole: 62.71

ORCA input file:
```
! wB97M-V def2-TZVPD RIJCOSX def2/J DEFGRID3
* xyz 0 3
C -1.883 1.059 -0.319
C -1.497 2.132 -0.672
C 0.646 -1.860 1.395
C 1.336 -0.291 -0.324
N 1.329 -0.976 0.675
N 1.769 0.468 -1.143
S -0.846 -2.417 1.056
H -2.214 0.117 0.004
H -1.180 3.076 -1.000
H 1.166 -2.195 2.286
H 1.374 0.887 -1.958
*
```

---

No. 3
A cluster of 8 separate species, C5H24NO9 in total in a non-equilibrium geometry, computed with wB97M-V/def2-TZVPD.

Results
Lowest unoccupied orbital energy in eV: -2.514
Energy above the lowest of the compared OMol25 structures with the same formula, charge and spin in kcal per mole: 12.43

ORCA input file:
```
! wB97M-V def2-TZVPD RIJCOSX def2/J DEFGRID3
* xyz 1 1
O 0.612 1.701 -1.553
C -0.252 1.770 -2.391
O -0.095 1.327 -3.643
C -1.632 2.318 -2.103
C -2.230 1.772 -0.801
C -1.235 1.742 0.332
C -0.880 0.607 0.896
N 0.273 0.590 1.796
H 0.735 0.839 -3.643
H -1.524 3.401 -2.025
H -2.325 2.109 -2.911
H -3.133 2.327 -0.569
H -2.555 0.738 -0.907
H -0.588 2.583 0.550
H -1.335 -0.373 0.854
H 0.987 -0.024 1.366
H 0.109 0.130 2.706
H 0.681 1.457 2.133
H -0.595 -3.206 -3.875
H -0.966 -1.720 -4.376
O -1.028 -2.378 -3.684
H 2.522 1.210 -1.264
H 3.417 0.130 -1.769
O 3.123 0.522 -0.938
H 1.634 0.435 5.109
H 1.473 1.871 4.609
O 1.357 0.953 4.352
H 3.993 -2.782 -1.386
H 3.790 -1.549 -0.260
O 3.833 -2.469 -0.505
H -2.239 -0.455 3.944
H -1.097 -1.361 4.227
O -1.272 -0.448 3.963
H -2.915 -3.291 -1.393
H -2.686 -1.870 -1.985
O -2.555 -2.421 -1.211
H 1.030 -2.161 2.708
H 2.042 -2.350 1.596
O 1.528 -1.673 2.049
*
```

---

No. 4
A structure of composition C34H27FNO5S2 in a non-equilibrium geometry, computed with wB97M-V/def2-TZVPD.

Results
Lowest unoccupied orbital energy in eV: 1.673
Energy above the lowest of the compared OMol25 structures with the same formula, charge and spin in kcal per mole: 92.39

ORCA input file:
```
! wB97M-V def2-TZVPD RIJCOSX def2/J DEFGRID3
* xyz -1 1
C 0.034 6.824 -2.532
N 0.778 5.697 -1.964
C 2.020 6.095 -1.326
C 0.220 4.453 -1.692
C 0.944 3.235 -2.080
C 0.420 1.947 -1.814
C -0.667 1.825 -0.888
C -0.880 0.594 -0.173
C 0.079 -0.476 -0.364
C -0.389 -1.811 -0.353
C 0.422 -2.915 -0.348
C -0.042 -4.317 -0.615
C -1.157 -4.550 -1.461
C -1.649 -5.843 -1.657
C -0.997 -6.949 -1.092
C 0.165 -6.745 -0.340
C 0.656 -5.461 -0.127
C 1.878 -2.689 -0.183
O 2.680 -3.624 0.121
C 2.394 -1.313 -0.428
C 3.823 -1.027 -0.725
C 4.224 0.080 -1.529
C 5.584 0.327 -1.698
C 6.543 -0.490 -1.082
C 6.138 -1.617 -0.376
C 4.799 -1.886 -0.203
C 1.503 -0.258 -0.374
C -1.402 2.981 -0.598
C -1.055 4.258 -1.039
H -0.899 6.519 -3.030
H -0.176 7.591 -1.757
H 0.668 7.311 -3.292
H 2.444 5.273 -0.740
H 2.736 6.412 -2.093
H 1.840 6.955 -0.661
H 1.871 3.267 -2.710
H 0.931 1.069 -2.218
H -1.126 0.860 1.120
H -1.450 -1.966 -0.539
H -1.583 -3.707 -2.021
H -2.525 -6.010 -2.274
H -1.361 -7.957 -1.273
H 0.719 -7.583 0.068
H 1.623 -5.350 0.362
H 3.488 0.708 -2.056
H 5.918 1.159 -2.309
H 7.602 -0.253 -1.170
H 6.840 -2.318 0.050
H 4.467 -2.789 0.289
H 1.985 0.733 -0.347
H -2.304 2.878 0.001
H -1.693 5.175 -0.880
F -2.837 -0.108 -0.559
C -2.273 0.183 0.675
S -2.237 -1.321 1.811
O -2.613 -2.548 1.138
O -0.874 -1.133 2.322
C -3.474 -0.896 3.108
C -3.964 0.399 3.060
C -4.869 0.885 4.016
C -5.282 0.020 5.015
C -4.806 -1.270 5.076
C -3.877 -1.735 4.154
S -3.260 1.433 1.751
O -2.161 2.223 2.238
O -4.372 2.056 0.999
H -5.302 1.877 3.966
H -6.065 0.330 5.683
H -5.269 -1.948 5.773
H -3.550 -2.766 4.191
*
```

---

No. 5
A structure of composition C13H15CrN2O7S in a non-equilibrium geometry, computed with wB97M-V/def2-TZVPD.

Results
Lowest unoccupied orbital energy (spin up / spin down) in eV: 4.485 / 4.481
Expectation value of S²: 3.800
Energy above the lowest of the compared OMol25 structures with the same formula, charge and spin in kcal per mole: 24.98

ORCA input file:
```
! wB97M-V def2-TZVPD RIJCOSX def2/J DEFGRID3
* xyz -2 4
Cr 0.149 0.843 -0.728
O -4.619 2.744 2.952
C -3.828 2.319 2.111
C -3.271 0.782 1.979
O -3.759 -0.252 2.380
C -1.978 0.869 1.203
C -1.862 2.185 0.648
O -0.926 2.448 -0.193
C -2.937 3.098 1.142
O -3.017 4.296 0.913
O -1.057 0.035 0.893
N 1.427 1.526 0.952
C 1.933 2.909 1.021
C 3.010 3.086 -0.054
C 2.588 2.624 -1.523
O 3.418 2.923 -2.415
O 1.549 1.915 -1.713
H 1.054 1.165 1.882
H 2.242 0.924 0.805
H 2.276 3.247 1.990
H 1.033 3.600 0.882
H 3.859 2.389 0.155
H 3.457 4.117 -0.062
C -0.354 -3.289 -2.272
C 0.110 -3.232 -0.811
C 1.117 -4.304 -0.531
C -1.082 -3.123 0.067
C 0.766 -1.958 -0.727
N 1.224 -0.952 -0.395
H -1.034 -4.143 -2.449
H 0.460 -3.370 -2.962
H -0.826 -2.289 -2.513
H 0.553 -5.300 -0.407
H 1.660 -4.122 0.400
H 1.870 -4.368 -1.342
H -1.696 -4.056 0.221
H -1.757 -2.323 -0.325
H -0.791 -2.900 1.142
S -0.961 -0.062 -2.318
*
```

---

No. 6
The molecule H3NOSSi in a non-equilibrium geometry, computed with wB97M-V/def2-TZVPD.

Results
Lowest unoccupied orbital energy in eV: -0.853
Energy above the lowest of the compared OMol25 structures with the same formula, charge and spin in kcal per mole: 9.24

ORCA input file:
```
! wB97M-V def2-TZVPD RIJCOSX def2/J DEFGRID3
* xyz 0 1
N -0.500 -0.270 -0.416
O -2.676 -0.655 -1.335
Si 0.878 0.141 0.544
S -1.417 -0.120 -1.626
H 0.473 1.345 1.009
H 2.222 0.287 0.081
H 1.019 -0.727 1.743
*
```

---

No. 7
A structure of composition C15H35N5O5 in a non-equilibrium geometry, computed with wB97M-V/def2-TZVPD.

Results
Lowest unoccupied orbital energy in eV: 0.306
Energy above the lowest of the compared OMol25 structures with the same formula, charge and spin in kcal per mole: 374.34

ORCA input file:
```
! wB97M-V def2-TZVPD RIJCOSX def2/J DEFGRID3
* xyz 0 1
C -2.209 -2.909 -0.190
O -2.098 -3.965 0.424
N -3.164 -2.015 0.078
C -4.188 -2.173 1.121
C -3.236 -0.853 -0.797
H -1.647 -2.713 -1.116
H -3.858 -2.810 1.941
H -5.054 -2.640 0.653
H -4.343 -1.187 1.558
H -3.790 -1.113 -1.699
H -3.669 0.069 -0.408
H -2.188 -0.674 -1.035
C -0.194 0.134 -1.449
O 0.842 0.035 -2.120
N -0.249 0.113 -0.074
C -1.468 0.433 0.686
C 0.987 -0.144 0.614
H -1.215 0.194 -1.858
H -2.451 0.376 0.219
H -1.334 1.454 1.046
H -1.395 -0.123 1.620
H 1.898 -0.449 0.099
H 1.293 0.735 1.182
H 0.781 -0.969 1.296
C 0.101 -2.529 -1.799
O -1.047 -2.150 -1.715
N 0.871 -2.953 -0.760
C 0.338 -2.994 0.587
C 2.341 -3.081 -1.041
H 0.696 -2.409 -2.718
H 0.912 -2.502 1.372
H 0.405 -4.040 0.886
H -0.681 -2.607 0.590
H 2.527 -4.123 -1.300
H 2.672 -2.437 -1.856
H 3.021 -2.881 -0.213
C -2.632 4.258 1.599
O -3.211 3.256 1.091
N -1.274 4.331 1.706
C -0.401 3.183 1.675
C -0.603 5.546 2.068
H -3.077 5.220 1.897
H -0.869 2.220 1.878
H 0.350 3.397 2.435
H 0.208 3.087 0.775
H 0.260 5.621 1.406
H -1.261 6.411 1.981
H -0.133 5.554 3.052
C 3.477 -0.908 -0.349
O 4.205 -1.902 -0.349
N 3.621 0.174 -1.118
C 2.604 1.221 -1.067
C 4.576 0.356 -2.168
H 2.518 -0.850 0.190
H 2.000 1.196 -1.974
H 3.079 2.198 -0.981
H 1.972 1.153 -0.181
H 5.147 -0.560 -2.322
H 4.042 0.508 -3.106
H 5.197 1.227 -1.961
*
```

---

No. 8
A cluster of 2 separate species, C4H9N2O in total in a non-equilibrium geometry, computed with wB97M-V/def2-TZVPD.

Results
Lowest unoccupied orbital energy in eV: -3.430
Energy above the lowest of the compared OMol25 structures with the same formula, charge and spin in kcal per mole: 24.23

ORCA input file:
```
! wB97M-V def2-TZVPD RIJCOSX def2/J DEFGRID3
* xyz 1 1
C 0.703 1.946 1.611
C 0.347 1.171 0.341
C 1.101 0.142 -0.262
N 0.315 -0.294 -1.290
C -0.781 0.499 -1.515
N -0.836 1.308 -0.430
H 1.188 2.844 1.333
H 1.437 1.372 2.210
H -0.167 2.370 2.061
H 1.862 -0.447 0.156
H 0.556 -1.126 -1.893
H -1.410 0.437 -2.349
H -1.549 2.023 -0.125
H -0.586 -4.746 0.256
H -1.552 -3.605 0.092
O -0.630 -3.896 -0.196
*
```

---

No. 9
A cluster of 5 separate species, C35H27F4NO2 in total, computed with wB97M-V/def2-TZVPD.

Results
SMILES: C#CCc1ccc2c(c1)C(=O)NC2=O.Fc1ccccc1.Fc1ccccc1.Fc1ccccc1.Fc1ccccc1
Lowest unoccupied orbital energy in eV: -0.372

ORCA input file:
```
! wB97M-V def2-TZVPD RIJCOSX def2/J DEFGRID3
* xyz 0 1
C -3.585 -3.747 1.987
C -2.447 -3.777 1.608
C -1.162 -3.856 0.940
C -0.189 -2.820 1.483
C 0.875 -3.180 2.280
C 1.778 -2.241 2.753
C 1.572 -0.930 2.391
C 0.508 -0.561 1.609
C -0.399 -1.488 1.149
C 0.556 0.914 1.380
O -0.290 1.636 0.948
N 1.877 1.352 1.790
C 2.355 0.309 2.701
O 3.174 0.508 3.544
H -4.433 -3.579 2.590
H -1.290 -3.653 -0.118
H -0.711 -4.837 1.054
H 1.012 -4.222 2.529
H 2.623 -2.510 3.366
H -1.239 -1.192 0.540
H 2.482 1.239 0.973
F 0.612 6.762 -4.281
C 0.415 5.928 -3.239
C 1.438 5.728 -2.336
C 1.230 4.860 -1.275
C 0.013 4.207 -1.128
C -1.007 4.429 -2.044
C -0.805 5.296 -3.110
H 2.383 6.238 -2.473
H 2.024 4.687 -0.560
H -0.133 3.526 -0.302
H -1.955 3.918 -1.939
H -1.582 5.480 -3.840
F -4.900 -3.034 4.719
C -5.663 -2.025 5.194
C -6.673 -1.520 4.401
C -7.456 -0.486 4.895
C -7.215 0.028 6.161
C -6.191 -0.494 6.939
C -5.408 -1.533 6.457
H -6.841 -1.931 3.414
H -8.255 -0.082 4.288
H -7.825 0.836 6.541
H -5.999 -0.092 7.924
H -4.609 -1.959 7.049
F 0.743 -1.152 -2.734
C 0.788 -0.242 -3.736
C 0.042 0.912 -3.627
C 0.087 1.845 -4.651
C 0.867 1.614 -5.775
C 1.613 0.446 -5.867
C 1.581 -0.488 -4.840
H -0.570 1.075 -2.748
H -0.493 2.754 -4.566
H 0.898 2.343 -6.574
H 2.225 0.259 -6.739
H 2.163 -1.398 -4.896
F 4.913 -3.054 -4.137
C 5.011 -2.380 -2.973
C 3.858 -1.926 -2.367
C 3.957 -1.235 -1.169
C 5.202 -1.000 -0.599
C 6.350 -1.463 -1.229
C 6.258 -2.162 -2.424
H 2.899 -2.113 -2.825
H 3.057 -0.882 -0.681
H 5.278 -0.459 0.335
H 7.320 -1.279 -0.789
H 7.140 -2.536 -2.927
*
```

---

Number 1: calculated total energy -140821.7786 eV. Number 2: calculated total energy -18021.9992 eV. Number 3: calculated total energy -25486.1149 eV. Number 4: calculated total energy -71804.7789 eV. Number 5: calculated total energy -70295.3191 eV. Number 6: calculated total energy -22297.6251 eV. Number 7: calculated total energy -33796.6705 eV. Number 8: calculated total energy -9314.9649 eV. Number 9: calculated total energy -53186.0316 eV.